Density functional theory data (wB97M-V/def2-TZVPD) for a molecular structure, C44H57BrIN4O2S2SiTi.

Summary:
total energy: -6887.34928 Eh
HOMO-LUMO gap (spin up / spin down): 4.76 / 6.57 eV
charge: +1
spin multiplicity: 3

Last column: Löwdin spin population.
Positions of all 113 atoms, in Å:
Ti: -0.2800 -1.6803 -1.9476  0.94
H: 2.7796 2.8578 -1.9312  0.00
H: -3.4845 -1.3055 3.9533  0.00
H: 1.6894 -1.5492 5.5110  0.00
H: -4.3661 -1.2964 2.4105  0.00
C: 3.6988 4.0202 0.5018  0.00
C: 0.6688 -1.9101 5.5304  0.00
C: -5.1484 1.4380 0.7671  0.01
H: -3.8416 1.0169 3.0601  0.00
C: 2.5449 3.0325 0.2388  0.00
H: 0.9541 -0.1256 2.2304  0.00
C: -3.9200 -4.4601 -3.5592  0.01
H: 4.0755 3.9640 1.5245  0.00
H: 1.9095 4.2898 -1.3797  0.00
C: -2.3294 -4.0348 -1.8235  0.01
H: 5.9136 2.3865 0.7196  0.00
H: 1.1133 2.7177 -1.3577  0.00
C: -2.3210 -2.6962 -3.6883  0.01
C: -1.2921 -2.5329 6.7707  0.00
C: -3.3723 -3.3958 -4.2551  0.00
S: -0.5538 -2.4872 0.4237  0.09
H: -4.7381 -5.0317 -3.9753  0.00
H: -1.8819 -4.2550 -0.8646  0.00
C: -3.0503 0.3725 2.6819  0.01
H: -1.8095 -2.6516 7.7135  0.00
H: 0.5071 -1.7897 7.6680  0.00
C: 1.5167 0.5881 2.8349  0.00
H: -3.7809 -5.5963 -1.7367  0.00
C: 0.4809 0.8357 -6.9517  0.00
H: 5.9099 -0.9404 -0.9520  0.00
H: 1.8826 2.7322 -4.5299  0.00
N: -1.7957 -3.0075 -2.4882  0.01
H: 3.6489 1.3717 4.3220  0.00
H: 1.5009 0.2348 3.8711  0.00
N: -2.3542 -1.9002 2.3137  0.15
H: -3.4191 2.6284 1.2326  0.00
C: -7.3422 1.9361 1.6367  0.00
H: 4.8906 2.4283 -1.7426  0.00
H: 5.7629 0.9709 -2.2038  0.00
H: 1.6196 3.4784 2.1860  0.00
H: -3.3549 1.8484 -0.3461  0.00
H: -3.7408 -3.1046 -5.2296  0.00
H: 3.3398 2.9743 -6.0584  0.00
H: -2.1192 0.6080 3.2073  0.00
C: 1.8778 2.8510 -7.2924  0.00
C: -3.6659 1.7155 0.6865  0.01
C: -7.0387 0.0774 0.1459  0.00
C: 4.9663 -0.7519 -0.4306  0.00
H: 0.4002 0.7873 -8.0290  0.00
C: -2.2274 -0.3121 0.5217  0.22
H: 6.9032 1.1537 -0.0566  0.00
C: 1.1040 -3.2725 -1.9796  -0.02
H: 0.7522 1.0699 -3.1145  0.00
H: 4.6933 -0.6850 2.4801  0.00
C: -3.3883 -4.7766 -2.3212  0.00
H: 4.5388 3.8687 -0.1759  0.00
H: 3.4219 -0.9872 3.6538  0.00
H: -2.8590 -3.6732 3.2693  0.00
C: -5.6857 0.3619 0.0629  0.00
C: 0.0318 -2.2460 4.3470  0.00
C: -1.7926 -1.5202 1.1434  0.18
H: 3.2552 2.7009 3.2401  0.00
H: 1.6983 -3.4791 -1.0910  0.00
H: -7.9849 2.5525 2.2512  0.00
C: 4.8517 1.3386 -1.7231  0.00
N: -2.8915 0.6143 1.2562  0.17
H: -2.1249 -1.3062 -5.3571  0.00
H: 3.1797 -1.4542 1.9679  0.00
C: -1.2736 -2.7319 4.3664  0.01
C: 3.7085 1.7106 3.2834  0.00
C: -7.8704 0.8659 0.9333  0.00
H: -5.5714 3.0569 2.1049  0.00
C: 5.9838 1.3179 0.5127  0.00
C: 4.7913 0.7697 -0.2963  0.00
O: 3.0307 3.4064 -6.8631  0.00
C: -1.9586 -3.0850 3.0700  0.01
H: 4.0047 0.9991 -2.3263  0.00
Si: 3.1638 1.2543 0.5691  0.00
C: -1.9280 -2.8738 5.5833  0.00
C: 0.0069 -2.0501 6.7446  0.00
H: -7.4507 -0.7567 -0.4075  0.00
I: 2.4717 -2.4424 -3.4233  0.00
H: 5.0174 -1.2641 0.5261  0.00
C: 0.6930 0.9957 -4.1900  0.00
Br: 1.5775 -0.1156 -0.4964  0.01
H: 0.7816 -4.2184 -2.4127  0.00
S: -1.9249 -0.0042 -1.1601  0.07
H: 6.0967 0.7966 1.4644  0.00
H: 3.3341 5.0394 0.3431  0.00
H: 0.5492 -2.1468 3.3983  0.00
N: -0.6798 -0.9815 -3.9158  0.01
C: 3.6125 -0.6904 2.6177  0.00
C: 2.9845 0.6896 2.3835  0.00
H: -1.3011 -3.6799 2.4421  0.00
C: -1.6969 -1.5911 -4.3993  0.03
C: -0.0483 -0.0183 -4.7677  0.01
C: -0.1418 -0.1037 -6.1551  0.00
H: -8.9279 0.6460 0.9944  0.00
C: 1.2332 1.8513 -6.3766  0.00
O: 1.4092 3.1512 -8.3496  0.00
H: -0.6645 -0.9184 -6.6387  0.00
H: 0.9931 1.5397 2.8112  0.00
C: 1.3592 3.4267 1.1301  0.00
H: -5.0353 -0.2490 -0.5546  0.00
C: -3.4058 -1.0785 2.8913  0.01
C: -5.9835 2.2182 1.5547  0.00
H: -2.9387 -3.2668 5.6069  0.00
H: 4.7661 1.8121 3.0343  0.00
H: 1.0217 4.4242 0.8311  0.00
C: 2.0650 3.2210 -1.1985  0.00
H: 0.5168 2.7428 1.0066  0.00
H: 4.1700 -1.2030 -1.0217  0.00
C: 1.3325 1.9268 -4.9939  0.00